[1]
99
Properties=species:S:1:pos:R:3:forces:R:3:mulliken_charge:R:1 method="wB97M-V/def2-TZVPD" fmax_ev_per_a=4.1 homo_energy_ev=-10.926 total_charge=+1
C -2.976248 -3.573355 3.076416 1.68 0.30 -0.39 0.066
C -2.325749 -2.534474 3.006938 -0.44 0.45 0.31 -0.686
C -1.551601 -1.155781 3.017249 0.06 -2.31 0.91 -0.505
N -1.989392 -0.279608 1.888647 -0.96 1.63 -1.68 0.197
C -3.244720 0.384723 2.054168 -0.32 2.85 -2.56 0.287
P -4.280445 0.103715 3.586012 -0.01 -1.25 0.41 0.122
C -6.109687 0.412264 3.286873 -0.83 -0.57 -0.33 -0.534
C -6.696186 -0.910903 2.563858 1.16 0.36 -0.49 -0.881
C -3.612974 1.011971 5.096507 0.69 -0.22 1.33 -0.495
C -3.483276 -0.099258 6.273784 -0.25 -0.63 -0.59 -0.783
C -3.760796 1.322968 0.979267 2.57 -1.06 -1.43 -0.903
C -2.989884 1.565755 -0.311739 1.09 -2.94 2.57 0.503
C -3.509079 2.542582 -1.443665 -0.33 1.42 0.13 0.140
O -3.434483 3.752455 -1.363793 0.29 -2.55 0.37 -0.438
O -4.123543 1.965127 -2.574163 2.40 -0.14 0.60 -0.344
P -3.366331 2.397828 -4.046372 -2.14 2.14 -2.20 0.545
N -4.078797 3.576706 -4.823046 0.83 -1.39 0.28 -0.724
C -1.677075 0.791924 -0.431459 -1.25 0.82 1.61 -0.164
C -0.791284 0.915382 -1.750344 -0.49 -1.30 0.42 -0.847
C -1.264390 -0.323189 -2.691249 0.45 0.75 0.46 -0.545
C -0.134357 -0.796830 -3.709169 -1.15 -0.92 -0.29 0.158
C 0.176554 -2.373444 -3.592947 -0.25 0.37 -0.83 -0.468
C 1.088748 -2.863978 -4.821344 0.78 -0.26 0.40 -0.900
C 2.117069 -1.765587 -5.341202 0.28 -0.25 0.55 0.353
C 3.404252 -2.391671 -6.067451 -0.14 0.71 -0.54 -0.749
C 4.750891 -1.614903 -5.721075 -0.49 0.09 -0.03 -0.642
C 4.734079 -0.077929 -6.161513 0.65 -0.02 0.57 -0.475
C 5.715221 0.789579 -5.224574 -0.16 -0.65 -0.45 -0.847
C 5.229874 0.824728 -3.705045 -0.27 0.02 -0.30 0.074
C 4.847759 2.292292 -3.173967 -0.52 -0.98 0.25 -0.724
C 3.250228 2.530035 -3.230427 0.73 0.32 0.05 -0.165
C -1.218806 -0.103890 0.708940 -0.88 1.38 -2.08 0.766
C 0.149921 -0.863571 0.483788 -0.82 -0.35 1.43 -0.716
C 1.416372 -0.136113 1.112384 1.52 -1.22 0.09 0.234
C 2.501650 -1.294914 1.405879 -0.27 0.68 0.00 -1.351
O 2.066965 0.758132 0.169631 -0.91 0.07 0.73 -0.426
H -3.266145 -4.658572 3.059172 0.15 1.94 0.09 0.428
H -1.655579 -0.623279 4.020090 -0.05 -0.72 -1.46 -0.046
H -0.454897 -1.441137 2.951006 -1.38 0.74 -0.17 0.501
H -6.352758 1.326074 2.670712 0.11 -0.86 0.93 0.353
H -6.608078 0.426638 4.315162 0.92 0.54 -1.27 0.376
H -5.909416 -1.194330 1.783172 -1.32 0.13 0.77 0.251
H -7.680656 -0.702029 2.044986 1.17 -0.26 0.74 0.330
H -6.772759 -1.790079 3.275108 0.01 1.22 -0.78 0.304
H -4.300611 1.820642 5.482770 0.86 -0.64 -0.84 0.500
H -2.557988 1.413288 4.945202 -1.50 -0.23 -0.15 0.169
H -3.463360 -1.133757 5.785677 0.05 1.32 0.75 0.263
H -4.381400 -0.093298 6.965926 1.14 0.14 -0.80 0.349
H -2.527146 0.005637 6.863019 -1.14 0.12 -0.57 0.125
H -4.734618 1.884343 1.069411 1.26 -0.91 0.34 0.371
H -2.043674 2.818900 -3.733811 -0.52 -0.79 0.59 0.164
H -3.404219 1.249255 -4.907820 0.51 -0.01 1.19 0.107
H -4.369407 3.266235 -5.762728 -0.15 0.25 0.76 0.268
H 0.310441 0.765400 -1.545639 -1.32 0.43 0.08 0.177
H -0.916466 1.914985 -2.259418 0.04 -1.10 0.76 0.515
H -1.571096 -1.141752 -1.955528 0.30 0.84 -1.30 0.432
H -2.167621 0.034492 -3.267248 0.79 -0.75 0.78 0.435
H -0.575430 -0.670229 -4.756900 0.86 0.07 1.28 0.502
H 0.792553 -0.161566 -3.609701 -1.00 -0.76 -0.12 -0.685
H 0.630521 -2.627342 -2.581559 -0.32 0.34 -1.26 0.113
H -0.794873 -2.967063 -3.677725 1.09 0.95 0.34 0.330
H 1.706616 -3.747358 -4.438775 -0.85 1.07 -0.60 0.363
H 0.473510 -3.255809 -5.696281 0.58 0.58 1.21 0.265
H 1.573206 -1.008494 -5.992181 0.79 -0.95 0.68 0.351
H 2.485340 -1.189444 -4.431923 -0.32 -0.64 -0.99 -0.330
H 3.537836 -3.481006 -5.793005 -0.28 1.18 -0.31 0.364
H 3.232998 -2.315058 -7.194882 0.28 -0.34 1.41 0.268
H 5.621752 -2.136946 -6.224771 -0.96 0.60 0.56 0.399
H 4.917899 -1.705459 -4.600355 -0.17 0.19 -1.26 0.264
H 5.104169 0.000050 -7.228981 -0.57 -0.07 1.13 0.366
H 3.691880 0.368323 -6.105176 1.13 -0.60 -0.06 0.175
H 5.832841 1.822724 -5.681828 -0.22 -1.13 0.74 0.401
H 6.733041 0.297126 -5.276713 -1.03 0.60 0.02 0.294
H 4.290645 0.173902 -3.635886 1.21 0.86 0.02 -0.268
H 5.999556 0.305974 -3.041567 -0.91 0.91 -0.82 0.394
H 5.328228 3.085869 -3.819637 -0.30 -0.92 0.94 0.318
H 5.219416 2.366358 -2.097159 -0.51 0.16 -1.48 0.292
H 2.905529 3.030327 -2.263574 0.28 -0.55 -1.45 0.239
H 3.055137 3.195819 -4.123922 -0.14 -0.66 1.15 0.352
H 2.669634 1.568513 -3.381093 0.75 1.03 0.28 -0.438
H 0.038690 -1.861380 1.030120 0.21 1.29 -0.84 0.634
H 0.349190 -1.133363 -0.595830 -0.43 0.62 1.22 -0.262
H 1.222304 0.412676 2.081019 -0.25 -0.65 -1.05 0.460
H 3.291019 -0.872183 2.095372 -0.79 -0.54 -0.86 0.353
H 2.029950 -2.193544 1.901406 0.54 0.95 -0.53 0.356
H 2.985596 -1.592600 0.420917 -0.66 0.33 1.26 0.323
H 2.154985 1.651221 0.553369 -0.14 -0.68 -0.22 0.317
C 1.167966 1.871672 8.461599 -0.13 0.14 -0.24 -0.405
C 0.657809 1.510798 7.284954 0.02 0.12 0.09 -0.162
C 0.576556 0.088631 6.887834 0.02 -0.03 -0.05 0.249
O 0.111229 -0.241938 5.809855 -0.07 0.05 -0.04 -0.431
C 1.081033 -0.918285 7.845820 0.06 -0.09 0.11 -0.349
C 1.591557 -0.559103 9.023027 -0.07 -0.22 -0.16 -0.367
C 1.673580 0.864202 9.421964 0.17 0.08 0.39 0.305
O 2.135945 1.192708 10.493454 -0.10 -0.06 -0.24 -0.519
H 1.236060 2.907760 8.768673 0.02 -0.02 0.04 0.416
H 0.283047 2.234370 6.571361 0.00 -0.02 -0.01 0.409
H 1.012474 -1.954141 7.537845 -0.01 0.02 -0.03 0.427
H 1.965980 -1.283137 9.735822 0.00 0.04 0.02 0.411

[2]
49
Properties=species:S:1:pos:R:3:forces:R:3:mulliken_charge:R:1 method="wB97M-V/def2-TZVPD" e_above_lowest_kcal_mol=25.6 fmax_ev_per_a=0.8 homo_energy_ev=-8.584 smiles=CC(C)(C)NC[C@@H](O)COc1cccc2c1C[C@H](O)[C@H](O)C2
C -4.327464 -1.106860 0.044457 0.31 0.07 -0.08 -1.859
H -4.730088 -0.097143 0.077166 -0.09 0.10 0.03 0.400
H -4.418617 -1.554720 1.033244 -0.02 -0.06 0.09 0.366
H -4.930826 -1.684626 -0.650509 -0.13 -0.05 -0.08 0.476
C -2.859383 -1.106251 -0.416440 -0.19 -0.21 -0.21 1.420
N -1.938098 -0.581679 0.595123 -0.05 -0.24 0.23 -0.204
H -1.882291 -1.265992 1.341505 0.05 0.03 -0.01 0.327
C -2.165092 0.732453 1.167339 0.14 0.17 -0.25 -0.822
H -3.231075 0.954393 1.335208 0.09 0.04 0.02 0.438
C -1.565479 1.872236 0.310734 0.38 -0.10 0.47 0.308
O -2.551659 2.706977 -0.254745 -0.25 0.37 -0.06 -0.563
H -3.054409 3.121052 0.456306 -0.01 -0.03 -0.05 0.440
C -0.558757 2.707452 1.128045 -0.51 0.15 -0.42 -1.311
O 0.564436 1.931183 1.478387 0.38 -0.22 0.02 -0.410
C 1.581403 1.841075 0.550786 0.23 0.02 -0.18 0.229
C 2.191691 2.969235 0.021959 -0.27 0.02 0.21 -0.639
C 3.262500 2.832732 -0.843153 0.05 -0.07 -0.08 -0.899
C 3.731191 1.576033 -1.167692 0.00 0.06 0.02 -0.886
C 3.131878 0.436575 -0.641426 0.05 0.16 -0.04 1.164
C 2.041916 0.560437 0.215154 -0.21 0.15 0.15 0.708
C 1.341588 -0.627200 0.810305 -0.05 -0.28 -0.10 0.371
C 1.739219 -1.959625 0.164651 0.46 0.32 0.05 0.054
H 1.243588 -2.067078 -0.805491 0.07 0.06 0.00 0.384
O 1.309107 -3.052658 0.940679 -0.12 -0.25 0.24 -0.617
H 1.928154 -3.136190 1.678454 -0.03 0.03 -0.03 0.409
C 3.262763 -2.006433 -0.043159 -0.39 -0.08 -0.67 -0.712
O 3.936936 -1.895685 1.193618 0.08 0.09 0.34 -0.596
H 3.853090 -0.982568 1.493809 0.05 0.02 0.07 0.453
C 3.672030 -0.915098 -1.029503 -0.03 -0.29 0.19 -1.137
H 3.300900 -1.179951 -2.023329 0.03 -0.04 -0.02 0.468
H 4.762477 -0.871592 -1.086307 -0.04 -0.03 -0.05 0.416
H 3.544107 -2.993344 -0.427608 -0.10 0.14 0.00 0.470
H 1.556219 -0.672154 1.883910 -0.03 -0.07 0.02 0.424
H 0.260350 -0.496845 0.715017 0.17 -0.08 0.06 -0.897
H 4.573393 1.468619 -1.835349 0.11 -0.01 -0.07 0.457
H 3.736981 3.711937 -1.251937 0.04 0.08 -0.03 0.394
H 1.844105 3.953512 0.297686 -0.04 0.08 0.05 0.532
H -0.281898 3.591437 0.542908 -0.02 -0.09 0.10 0.295
H -1.011243 3.035604 2.070632 0.00 0.02 -0.09 0.482
H -1.028001 1.440008 -0.537588 -0.01 -0.02 0.12 0.273
H -1.665988 0.745051 2.139572 -0.07 -0.05 -0.01 0.452
C -2.734155 -0.306864 -1.714486 -0.01 -0.13 0.24 -1.674
H -1.706172 -0.329085 -2.067217 0.15 0.00 -0.08 0.304
H -3.371979 -0.745938 -2.477816 -0.08 -0.03 -0.10 0.499
H -3.035251 0.726295 -1.570128 -0.05 0.15 -0.04 0.314
C -2.415033 -2.551861 -0.666494 -0.07 0.30 0.03 -1.562
H -2.945034 -2.972330 -1.516775 -0.08 -0.08 -0.07 0.446
H -1.347282 -2.582684 -0.864617 0.14 -0.02 -0.05 0.176
H -2.614740 -3.171833 0.205136 -0.02 -0.11 0.12 0.439

[3]
16
Properties=species:S:1:pos:R:3:forces:R:3:mulliken_charge:R:1 method="wB97M-V/def2-TZVPD" e_above_lowest_kcal_mol=61.6 fmax_ev_per_a=1.1 homo_energy_ev=-10.121
C -2.153132 -1.368852 -0.255027 -0.09 -0.02 -0.13 -0.594
N -1.314468 -1.321294 0.893650 0.67 0.07 0.88 0.031
C -0.585743 -1.216595 1.801505 -0.75 -0.18 -0.84 -0.243
O 1.324065 0.965616 1.387734 0.02 -0.12 0.17 -0.552
C 1.739120 0.405789 0.151899 0.06 -0.09 -0.25 -0.408
C 1.019731 1.155910 -0.961574 0.32 0.02 -0.13 -0.402
O -0.372632 1.160841 -0.714431 -0.04 0.12 0.18 -0.509
H -2.334901 -0.348437 -0.595484 0.00 -0.16 0.03 0.244
H -1.642856 -1.917386 -1.049493 -0.07 0.06 0.11 0.265
H -3.088972 -1.871737 -0.003754 0.12 0.08 -0.03 0.307
H 0.940222 0.254496 1.925281 0.07 0.17 -0.04 0.320
H 2.828046 0.499947 0.042555 -0.16 0.01 0.00 0.344
H 1.478676 -0.659475 0.103171 0.04 0.15 0.03 0.260
H 1.405695 2.185107 -1.020550 -0.07 -0.13 0.01 0.252
H 1.188194 0.672784 -1.929895 0.00 0.05 0.14 0.330
H -0.431046 1.403288 0.224412 -0.11 -0.02 -0.15 0.354

[4]
19
Properties=species:S:1:pos:R:3:forces:R:3:mulliken_charge:R:1 method="wB97M-V/def2-TZVPD" e_above_lowest_kcal_mol=6.4 fmax_ev_per_a=4.4 homo_energy_ev=-8.978 smiles="CP(C)P(C)(C)=O"
C -2.337815 0.350462 -0.201723 1.16 -1.75 -3.83 -1.039
C -1.048132 -1.431580 1.544280 -0.12 1.43 -0.02 -1.055
C 2.155138 -0.041255 0.663012 -1.17 3.76 0.69 -1.187
C 1.176137 0.536855 -1.987100 -1.27 2.47 -0.20 -1.196
O 0.183382 1.926184 0.188713 -0.09 -0.22 0.38 -0.734
P -0.963739 -0.971660 -0.273897 -1.82 0.09 1.34 0.047
P 0.589995 0.555501 -0.227307 1.72 0.21 -0.57 0.990
H -1.931249 1.001836 -0.977029 -0.41 0.56 0.04 0.299
H -2.472127 0.900389 0.642705 0.04 1.30 2.64 0.382
H -3.293179 0.025198 -0.601087 -0.05 -0.50 0.12 0.362
H -1.970098 -1.980058 1.789041 0.06 0.52 -0.26 0.371
H -0.980591 -0.430163 2.117916 0.02 -1.96 -0.46 0.315
H -0.265009 -2.145752 1.723006 0.66 0.03 0.55 0.323
H 2.601463 0.996443 1.053743 -0.92 -2.32 -0.71 0.277
H 1.929587 -0.679860 1.479632 -0.13 -0.47 0.86 0.379
H 2.847706 -0.481178 0.016217 0.95 -0.77 -1.04 0.391
H 2.261831 0.512756 -1.872980 -0.15 -0.23 -0.82 0.379
H 0.675148 -0.205744 -2.610857 0.65 -0.34 0.20 0.408
H 0.841550 1.561624 -2.466287 0.85 -1.82 1.11 0.287

| no. | LUMO level (Eh) |
| --- | --- |
| 1 | -0.156 |
| 2 | 0.025 |
| 3 | 0.030 |
| 4 | 0.031 |